Record 1
Here is 10 unconnected molecules or ions with the total composition C36H94N2O12 in a non-equilibrium geometry from the Open Molecules 2025 dataset. Energies are from ωB97M-V/def2-TZVPD.

Each line ends with the Mulliken charge.
CARTESIAN COORDINATES (ANGSTROEM)
C: 7.33 0.53 -0.42  -1.78
O: 7.48 -0.71 -1.17  0.42
C: 7.25 -0.59 -2.50  -0.63
C: 7.94 -1.76 -3.12  -0.58
N: 9.33 -1.53 -2.85  -0.24
C: 10.19 -2.64 -3.20  -0.79
C: 10.17 -3.95 -2.35  -0.39
O: 10.91 -3.89 -1.07  -0.38
C: 10.34 -2.96 -0.09  -0.67
H: 6.93 0.27 0.57  0.30
H: 6.59 1.22 -0.84  0.28
H: 8.22 1.16 -0.44  0.49
H: 7.75 0.29 -2.91  0.35
H: 6.19 -0.48 -2.71  0.41
H: 7.78 -1.71 -4.20  0.37
H: 7.67 -2.73 -2.73  0.32
H: 9.32 -1.35 -1.86  0.14
H: 11.20 -2.23 -3.15  0.35
H: 10.14 -2.96 -4.24  0.44
H: 10.63 -4.76 -2.92  0.31
H: 9.21 -4.32 -1.98  0.33
H: 10.88 -3.07 0.84  0.32
H: 9.28 -3.17 0.08  0.28
H: 10.42 -1.92 -0.40  0.20
C: 3.97 -0.45 1.67  -2.25
O: 2.54 -0.28 1.71  1.28
C: 1.80 -1.13 0.87  -0.27
C: 0.35 -0.67 0.84  -0.47
N: 0.21 0.60 0.13  0.69
C: -1.20 1.05 0.23  -0.58
C: -2.33 0.13 -0.48  -0.62
O: -3.64 0.69 -0.36  -0.18
C: -4.57 0.06 -1.20  -0.02
H: 4.50 -0.58 0.73  0.59
H: 4.23 -1.42 2.10  -0.20
H: 4.47 0.35 2.22  0.21
H: 1.72 -2.15 1.26  -0.56
H: 2.26 -1.14 -0.12  0.31
H: 0.03 -0.30 1.81  0.30
H: -0.37 -1.30 0.31  0.69
H: 0.80 1.19 0.70  -0.65
H: -1.30 1.91 -0.43  0.10
H: -1.41 1.48 1.21  0.13
H: -2.32 -0.85 0.00  0.38
H: -2.07 0.01 -1.53  0.32
H: -4.24 0.00 -2.23  0.10
H: -5.43 0.74 -1.22  0.05
H: -4.76 -0.91 -0.75  0.02
C: 3.71 -3.83 4.56  -1.25
C: 3.81 -5.03 3.78  0.38
C: 2.60 -5.24 2.85  -1.07
O: 4.84 -4.81 2.81  -0.41
H: 3.04 -4.16 5.35  0.44
H: 3.29 -2.89 4.21  0.15
H: 4.73 -3.63 4.89  0.27
H: 3.93 -5.89 4.44  0.28
H: 2.80 -6.11 2.22  0.32
H: 2.29 -4.39 2.24  0.05
H: 1.64 -5.43 3.33  0.43
H: 4.74 -4.00 2.31  0.20
C: 1.84 2.48 2.46  -0.36
C: 2.31 1.97 3.92  0.12
C: 1.83 2.82 5.15  -1.49
O: 1.88 0.62 4.09  -0.54
H: 2.65 2.22 1.77  0.04
H: 1.73 3.56 2.39  0.50
H: 0.92 1.98 2.14  0.03
H: 3.38 2.01 4.10  0.40
H: 0.74 2.80 5.28  0.17
H: 2.16 3.85 5.08  0.47
H: 2.34 2.54 6.07  0.38
H: 2.09 0.14 3.29  0.56
C: -4.22 4.20 -1.39  -1.46
C: -4.19 5.08 -2.65  1.20
C: -5.19 6.26 -2.54  -1.50
O: -2.87 5.42 -2.78  -0.44
H: -5.13 3.61 -1.25  0.39
H: -4.10 4.83 -0.51  0.55
H: -3.38 3.50 -1.44  0.11
H: -4.45 4.40 -3.46  -0.26
H: -4.89 7.19 -2.07  0.38
H: -6.17 5.99 -2.14  0.33
H: -5.26 6.70 -3.54  0.42
H: -2.66 5.99 -3.53  0.29
C: -1.68 1.20 6.61  -1.21
C: -2.38 0.87 5.25  0.39
C: -2.81 2.08 4.27  -0.91
O: -1.42 0.25 4.48  -0.46
H: -2.32 1.83 7.23  0.42
H: -0.82 1.87 6.54  0.20
H: -1.25 0.28 6.99  0.35
H: -3.19 0.16 5.40  0.37
H: -1.89 2.58 3.98  0.32
H: -3.51 2.68 4.85  0.48
H: -3.34 1.82 3.35  -0.11
H: -0.65 0.83 4.50  0.15
C: -6.55 2.04 -3.75  -1.02
C: -6.45 1.32 -5.07  0.19
C: -5.49 2.12 -5.84  -1.38
O: -5.93 0.07 -4.67  -0.48
H: -7.31 2.80 -3.94  0.58
H: -5.69 2.52 -3.28  -0.10
H: -7.15 1.43 -3.08  0.37
H: -7.37 1.07 -5.60  0.38
H: -5.79 3.16 -5.84  0.37
H: -5.48 1.71 -6.86  0.39
H: -4.45 2.11 -5.50  0.29
H: -5.08 0.24 -4.27  0.31
C: 0.66 2.55 -3.26  -1.43
C: 1.92 1.97 -2.75  0.59
C: 2.55 2.53 -1.45  -0.67
O: 1.74 0.59 -2.57  -0.59
H: -0.08 2.69 -2.47  0.15
H: 0.25 1.92 -4.05  0.29
H: 0.75 3.49 -3.81  0.46
H: 2.64 2.05 -3.56  0.40
H: 3.50 2.09 -1.15  -0.09
H: 1.84 2.38 -0.64  -0.07
H: 2.69 3.61 -1.48  0.60
H: 1.31 0.47 -1.72  0.24
C: -5.45 0.13 3.22  -0.63
C: -7.02 0.03 2.93  0.27
C: -7.37 0.26 1.44  -1.23
O: -7.43 -1.29 3.36  -0.55
H: -4.88 0.58 2.41  -0.06
H: -5.07 -0.87 3.37  0.31
H: -5.33 0.63 4.19  0.34
H: -7.50 0.79 3.54  0.29
H: -6.94 -0.54 0.84  0.16
H: -6.97 1.20 1.07  0.32
H: -8.46 0.19 1.37  0.43
H: -7.63 -1.31 4.30  0.30
C: -4.31 -3.14 -2.56  -0.98
C: -4.64 -4.66 -2.83  0.51
C: -6.10 -4.97 -2.70  -1.61
O: -4.28 -4.99 -4.15  -0.51
H: -4.39 -2.80 -1.53  0.31
H: -5.07 -2.55 -3.08  0.14
H: -3.37 -2.80 -2.98  0.37
H: -4.09 -5.22 -2.08  0.19
H: -6.74 -4.15 -3.02  0.36
H: -6.49 -5.02 -1.68  0.40
H: -6.30 -5.98 -3.06  0.49
H: -5.07 -5.42 -4.49  0.32

Output
Net charge: -1
2S+1: 2
DFT total energy, Ha: -2440.054195
Expectation value of S²: 0.750
Maximum force, eV Å⁻¹: 4.9

Record 2
Here is 9 unconnected molecules or ions with the total composition C36H96F6N7O11 in a non-equilibrium geometry from the Open Molecules 2025 dataset. Energies are from ωB97M-V/def2-TZVPD.

Each line ends with the Mulliken charge.
CARTESIAN COORDINATES (ANGSTROEM)
C: 4.55 2.39 -1.39  -1.17
C: 5.02 1.35 -0.34  0.27
C: 5.18 1.89 1.06  -1.04
O: 5.25 0.76 1.95  -0.38
C: 5.56 1.11 3.31  -0.69
N: 4.09 0.14 -0.43  0.20
H: 3.12 0.33 -0.73  -0.44
H: 4.54 -0.55 -1.02  0.46
H: 3.86 -0.22 0.51  0.32
H: 3.46 2.44 -1.38  0.15
H: 5.04 2.25 -2.34  0.39
H: 4.88 3.35 -0.98  0.46
H: 5.97 0.88 -0.60  0.53
H: 4.47 2.64 1.42  0.37
H: 6.16 2.35 1.20  0.67
H: 5.51 2.19 3.40  0.28
H: 6.45 0.55 3.58  0.31
H: 4.85 0.68 4.03  0.20
C: 0.27 -4.85 0.42  -1.51
C: 0.44 -4.51 1.88  0.59
C: 1.60 -5.28 2.52  -0.85
O: 1.75 -4.70 3.81  -0.35
C: 1.08 -5.22 4.92  -0.71
N: 0.73 -3.01 1.97  0.78
H: 1.03 -2.59 1.09  -0.32
H: -0.12 -2.45 2.24  0.03
H: 1.40 -2.75 2.69  0.57
H: 1.22 -5.15 -0.02  0.40
H: -0.30 -4.17 -0.22  0.23
H: -0.32 -5.77 0.35  0.52
H: -0.47 -4.73 2.43  0.20
H: 2.52 -5.17 1.96  0.37
H: 1.26 -6.32 2.58  0.41
H: 1.10 -6.31 4.91  0.35
H: -0.02 -5.05 4.94  0.26
H: 1.44 -4.78 5.85  0.28
C: 2.08 -2.29 -2.10  -0.57
C: 2.09 -3.09 -3.43  0.04
C: 1.68 -2.18 -4.59  -0.07
O: 1.23 -2.98 -5.65  -0.49
C: 0.54 -2.40 -6.73  -0.17
N: 3.36 -3.90 -3.62  -0.12
H: 3.47 -4.76 -3.08  0.35
H: 3.55 -4.03 -4.62  0.39
H: 4.15 -3.30 -3.33  0.39
H: 2.96 -1.64 -2.05  -0.02
H: 2.19 -3.01 -1.29  0.23
H: 1.18 -1.71 -1.98  0.13
H: 1.29 -3.83 -3.33  0.22
H: 2.44 -1.51 -5.02  0.48
H: 0.77 -1.65 -4.31  -0.27
H: 1.03 -1.43 -6.92  -0.23
H: -0.51 -2.24 -6.47  0.19
H: 0.70 -2.86 -7.71  0.42
C: -3.28 -0.89 -1.07  -1.77
C: -2.74 -1.98 -0.12  1.09
C: -2.64 -1.44 1.32  -0.96
O: -1.96 -2.31 2.21  -0.42
C: -2.15 -1.90 3.59  -0.78
N: -3.70 -3.15 -0.10  -0.10
H: -3.68 -3.89 0.62  0.34
H: -4.67 -2.82 -0.10  0.48
H: -3.55 -3.66 -0.98  0.46
H: -3.19 -1.25 -2.09  0.52
H: -2.76 0.06 -1.04  0.13
H: -4.32 -0.67 -0.86  0.44
H: -1.76 -2.26 -0.50  -0.52
H: -3.68 -1.35 1.67  0.50
H: -2.30 -0.40 1.31  0.22
H: -2.02 -0.84 3.82  0.18
H: -1.52 -2.56 4.17  0.32
H: -3.20 -2.16 3.72  0.42
C: 1.83 4.09 7.14  -1.45
C: 2.91 3.22 6.54  0.22
C: 3.47 3.61 5.20  0.35
O: 4.02 4.88 5.16  -0.42
C: 4.39 5.32 3.87  -0.64
N: 4.02 3.00 7.60  -0.28
H: 3.67 2.89 8.55  0.35
H: 4.63 2.25 7.26  0.36
H: 4.75 3.72 7.66  0.36
H: 1.55 3.69 8.12  0.44
H: 0.93 4.01 6.52  0.35
H: 2.05 5.15 7.27  0.34
H: 2.50 2.21 6.53  0.25
H: 2.66 3.54 4.45  0.22
H: 4.09 2.80 4.79  -0.32
H: 3.58 5.16 3.15  0.27
H: 5.36 4.92 3.55  0.28
H: 4.46 6.40 4.02  0.29
C: -7.05 -2.28 -6.23  -1.50
C: -6.18 -1.58 -5.18  0.27
C: -4.78 -1.08 -5.58  -0.54
O: -4.34 -0.09 -4.66  -0.43
C: -2.93 0.13 -4.72  -1.08
N: -6.97 -0.47 -4.51  -0.21
H: -6.81 0.40 -5.04  0.40
H: -7.98 -0.59 -4.48  0.41
H: -6.69 -0.15 -3.58  0.30
H: -7.25 -1.61 -7.07  0.42
H: -8.00 -2.66 -5.85  0.43
H: -6.48 -3.10 -6.67  0.40
H: -5.90 -2.37 -4.48  0.09
H: -4.80 -0.78 -6.64  0.38
H: -4.06 -1.89 -5.50  0.37
H: -2.64 0.76 -3.88  0.22
H: -2.65 0.73 -5.59  0.61
H: -2.36 -0.80 -4.66  0.32
C: -6.63 3.40 7.88  -1.38
C: -5.22 3.59 7.34  0.09
C: -4.71 2.26 6.76  -0.71
O: -3.65 2.49 5.82  -0.46
C: -3.27 1.27 5.17  -0.68
N: -5.17 4.68 6.24  -0.21
H: -4.54 4.30 5.53  0.30
H: -6.05 4.78 5.73  0.39
H: -4.97 5.59 6.66  0.36
H: -7.13 4.28 8.27  0.41
H: -6.61 2.60 8.63  0.39
H: -7.29 3.06 7.07  0.42
H: -4.56 3.95 8.12  0.33
H: -5.50 1.98 6.05  0.42
H: -4.56 1.59 7.60  0.41
H: -4.12 0.60 4.99  0.39
H: -2.75 0.75 5.99  0.38
H: -2.66 1.44 4.29  0.17
C: 0.66 0.70 0.44  -0.38
O: 1.15 1.26 -0.79  0.08
O: 1.14 -0.57 0.41  -0.04
C: 1.01 1.53 1.72  0.89
F: 1.72 2.62 1.42  -0.23
F: -0.17 1.87 2.33  -0.34
F: 1.66 0.82 2.67  -0.27
C: 0.17 1.84 -1.63  -0.18
C: 0.56 1.64 -3.06  -1.01
H: -0.15 2.12 -3.73  0.65
H: 1.52 2.16 -3.11  0.42
H: 0.73 0.59 -3.31  -0.12
H: 0.05 2.90 -1.37  0.24
H: -0.85 1.44 -1.52  -0.13
H: -0.44 0.76 0.43  -0.30
C: 3.10 0.65 -8.85  -0.03
O: 2.31 1.11 -7.72  -0.20
O: 2.99 1.57 -9.82  -0.81
C: 4.50 0.44 -8.17  0.76
F: 4.70 1.43 -7.29  -0.27
F: 4.61 -0.71 -7.45  -0.30
F: 5.51 0.42 -9.03  -0.25
C: 0.93 0.93 -7.87  -0.66
C: 0.46 1.36 -6.48  0.02
H: 0.69 2.42 -6.35  0.45
H: -0.59 1.17 -6.25  -0.41
H: 1.04 0.84 -5.71  0.08
H: 0.54 -0.06 -8.12  0.28
H: 0.47 1.62 -8.59  0.42
H: 2.77 -0.30 -9.28  0.20

Output
Net charge: +5
2S+1: 1
Relative energy (zero: lowest compared OMol25 entry of this formula, charge and spin), kJ/mol: 2.2
Maximum force, eV Å⁻¹: 3.5

Record 3
Here is 12 unconnected molecules or ions with the total composition C36H96O12 in a non-equilibrium geometry from the Open Molecules 2025 dataset. Energies are from ωB97M-V/def2-TZVPD.

Each line ends with the Mulliken charge.
CARTESIAN COORDINATES (ANGSTROEM)
C: 2.54 1.80 3.73  -0.46
C: 3.87 2.18 4.40  0.56
C: 3.82 2.23 5.93  -1.56
O: 4.98 1.44 3.97  -0.57
H: 2.61 1.79 2.64  0.02
H: 1.67 2.32 4.12  0.06
H: 2.41 0.81 4.18  0.30
H: 3.96 3.23 4.13  0.20
H: 4.70 2.72 6.35  0.39
H: 3.69 1.21 6.30  0.39
H: 2.94 2.83 6.17  0.36
H: 5.17 1.47 3.03  0.38
C: 0.05 -4.23 2.71  -1.11
C: -1.42 -3.87 2.31  1.74
C: -2.09 -4.94 1.30  -1.53
O: -2.22 -3.99 3.44  -0.54
H: 0.73 -3.89 1.93  -0.12
H: 0.12 -5.31 2.79  0.46
H: 0.39 -3.77 3.64  0.45
H: -1.34 -2.87 1.87  -0.67
H: -2.92 -4.49 0.74  0.09
H: -2.64 -5.72 1.83  0.62
H: -1.46 -5.49 0.61  0.04
H: -1.80 -3.46 4.12  0.32
C: 1.94 -3.39 -1.31  -1.14
C: 2.93 -4.56 -1.38  0.54
C: 2.25 -5.86 -1.44  -2.22
O: 3.72 -4.41 -2.52  0.14
H: 1.34 -3.28 -2.21  0.68
H: 2.52 -2.51 -1.02  -0.66
H: 1.09 -3.59 -0.65  0.27
H: 3.58 -4.56 -0.51  0.45
H: 1.58 -5.83 -2.30  0.51
H: 1.67 -6.01 -0.54  0.08
H: 3.01 -6.64 -1.39  0.99
H: 4.14 -5.27 -2.60  -0.25
C: 5.78 -2.04 1.92  -1.78
C: 4.46 -1.95 1.11  1.50
C: 3.12 -1.60 1.86  0.79
O: 4.69 -1.01 0.14  -0.68
H: 6.05 -1.13 2.46  0.25
H: 6.58 -2.07 1.17  0.40
H: 5.88 -2.89 2.59  0.43
H: 4.41 -2.89 0.57  -0.44
H: 3.06 -0.53 2.02  -0.80
H: 2.93 -2.33 2.64  0.46
H: 2.40 -1.80 1.06  -0.43
H: 4.69 -1.41 -0.73  0.16
C: -1.11 3.03 2.92  -1.14
C: -1.55 4.40 2.45  0.80
C: -0.45 5.11 1.70  -1.85
O: -2.68 4.35 1.68  -0.41
H: -0.80 2.49 2.03  0.10
H: -1.88 2.50 3.48  0.38
H: -0.28 3.16 3.61  0.28
H: -1.76 5.03 3.32  0.38
H: -0.10 4.47 0.89  0.34
H: 0.43 5.24 2.33  0.52
H: -0.64 6.17 1.54  0.42
H: -3.29 3.76 2.13  0.14
C: -1.83 3.35 -1.54  -0.34
C: -2.66 4.60 -1.76  0.03
C: -4.12 4.48 -1.45  -0.16
O: -2.15 5.67 -1.01  -0.70
H: -2.05 2.51 -2.18  0.04
H: -2.04 3.01 -0.53  -0.03
H: -0.75 3.45 -1.58  0.36
H: -2.49 4.80 -2.82  0.46
H: -4.64 5.43 -1.60  0.40
H: -4.25 4.22 -0.40  -0.20
H: -4.44 3.59 -1.98  -0.17
H: -2.11 5.38 -0.09  0.24
C: -4.91 0.05 2.25  -1.11
C: -5.94 1.00 1.70  0.27
C: -5.32 2.37 1.28  -0.72
O: -6.55 0.39 0.58  -0.34
H: -4.28 0.55 2.99  0.39
H: -4.32 -0.24 1.39  -0.12
H: -5.37 -0.87 2.62  0.36
H: -6.79 1.11 2.38  0.55
H: -6.02 3.18 1.07  0.38
H: -4.77 2.10 0.38  -0.13
H: -4.58 2.78 1.98  0.10
H: -7.49 0.52 0.70  0.23
C: -4.49 -3.58 -2.32  -1.85
C: -4.64 -2.60 -1.17  1.76
C: -5.53 -3.23 -0.13  -1.86
O: -3.33 -2.32 -0.64  0.32
H: -3.50 -4.02 -2.35  0.36
H: -4.75 -3.14 -3.28  0.27
H: -5.20 -4.40 -2.24  0.40
H: -5.14 -1.69 -1.49  -0.11
H: -5.43 -4.29 0.10  0.41
H: -6.51 -3.23 -0.61  0.55
H: -5.72 -2.59 0.73  0.07
H: -3.07 -3.14 -0.21  -0.24
C: 4.89 2.72 -0.75  -0.60
C: 5.83 2.24 0.40  0.84
C: 6.60 3.30 1.18  -1.62
O: 5.16 1.47 1.28  0.09
H: 4.34 1.79 -0.91  -0.21
H: 5.39 2.89 -1.70  0.38
H: 4.15 3.51 -0.56  0.28
H: 6.55 1.61 -0.12  0.20
H: 7.16 4.09 0.68  0.40
H: 7.16 2.85 2.00  0.33
H: 5.83 3.91 1.65  0.32
H: 4.78 0.69 0.87  -0.19
C: -0.37 -0.39 -1.49  -0.58
C: -0.25 0.06 -0.01  1.99
C: 0.98 0.99 0.19  -0.28
O: -1.41 0.64 0.31  0.31
H: 0.55 -0.88 -1.80  -0.26
H: -0.72 0.39 -2.18  0.17
H: -1.03 -1.26 -1.47  0.12
H: -0.25 -0.85 0.59  -0.57
H: 1.04 1.35 1.21  -0.22
H: 0.89 1.90 -0.41  0.08
H: 1.93 0.51 -0.06  -0.07
H: -2.16 0.04 0.28  -0.40
C: -3.85 0.78 -3.21  -0.47
C: -5.22 1.02 -3.93  0.58
C: -5.29 0.75 -5.50  -1.56
O: -6.17 0.16 -3.36  -0.59
H: -3.20 1.32 -3.90  0.42
H: -3.49 -0.21 -2.92  0.21
H: -3.88 1.36 -2.29  -0.16
H: -5.52 2.05 -3.76  0.05
H: -4.65 1.44 -6.05  0.38
H: -6.29 0.93 -5.90  0.41
H: -4.94 -0.24 -5.79  0.35
H: -6.21 0.26 -2.40  0.24
C: 4.78 -1.59 -5.11  -1.66
C: 4.69 -0.92 -3.68  0.30
C: 3.41 -0.15 -3.49  -0.95
O: 4.65 -1.82 -2.64  -0.30
H: 4.08 -2.41 -5.29  0.41
H: 5.80 -1.95 -5.21  0.40
H: 4.73 -0.84 -5.89  0.41
H: 5.54 -0.26 -3.49  0.40
H: 2.58 -0.83 -3.69  0.27
H: 3.48 0.66 -4.21  0.51
H: 3.31 0.19 -2.46  -0.11
H: 4.33 -2.63 -3.03  0.08

Output
Net charge: -1
2S+1: 2
Relative energy (zero: lowest compared OMol25 entry of this formula, charge and spin), kJ/mol: 257.9
Expectation value of S²: 0.750
Maximum force, eV Å⁻¹: 4.7

Question: Look up the net charge of the third one.
Answer: -1